[1]
ORCA calculation (ωB97M-V/def2-TZVPD) on a cluster of 9 separate species, C32H89N7O11 in total.

Values from the calculation:
LUMO energy, hartree: 0.018
Multiplicity: 1
HOMO level, eV: -8.83
Structure (SMILES): COC[C@H](C)N.COC[C@H](C)N.COC[C@H](C)N.COC[C@H](C)N.COC[C@H](C)N.COC[C@H](C)N.COC[C@H](C)N.OCCO.OCCO
Orbital gap, eV: 9.33
Total energy, hartree: -2483.163840
Relative energy (zero: lowest compared OMol25 entry of this formula, charge and spin), eV: 8.801

The geometry in XYZ format:
```
139
Properties=species:S:1:pos:R:3:lowdin_charge:R:1
C 2.04 0.75 -0.48 -0.06
C 1.29 0.00 0.65 -0.39
C -0.15 -0.44 0.19 -0.17
O -0.87 -0.78 1.36 -0.20
C -2.04 -0.07 1.80 -0.07
N 2.08 -1.12 1.19 0.06
H 2.29 0.25 -1.41 0.07
H 3.03 1.02 -0.12 0.07
H 1.48 1.64 -0.76 0.06
H 1.08 0.69 1.47 0.14
H 0.08 -1.30 -0.44 0.13
H -0.66 0.35 -0.35 0.10
H -2.56 0.01 0.84 0.05
H -1.92 0.98 2.10 0.08
H -2.71 -0.59 2.49 0.09
H 1.42 -1.54 1.82 0.07
H 2.23 -1.82 0.48 0.08
C -8.93 2.75 -0.46 -0.04
C -9.16 2.12 0.96 -0.40
C -8.00 2.38 1.96 -0.17
O -6.99 1.40 1.59 -0.22
C -5.65 1.75 2.06 -0.07
N -10.38 2.72 1.57 0.01
H -9.89 2.85 -0.96 0.07
H -8.26 2.06 -0.98 0.05
H -8.43 3.69 -0.24 0.07
H -9.46 1.09 0.80 0.13
H -8.36 2.21 2.98 0.11
H -7.61 3.39 1.94 0.12
H -5.49 1.53 3.11 0.08
H -5.41 2.80 1.86 0.09
H -5.02 1.00 1.59 0.07
H -11.28 2.40 1.23 0.06
H -10.42 2.32 2.50 0.05
C 2.36 2.09 -3.98 -0.06
C 3.22 2.90 -3.03 -0.41
C 4.69 2.94 -3.52 -0.19
O 4.86 3.37 -4.90 -0.20
C 6.29 3.44 -5.24 -0.07
N 2.66 4.26 -2.99 0.06
H 1.37 2.00 -3.52 0.05
H 2.65 1.04 -3.90 0.08
H 2.21 2.50 -4.98 0.09
H 3.27 2.42 -2.06 0.11
H 5.22 2.04 -3.21 0.11
H 5.17 3.77 -3.00 0.12
H 6.72 4.43 -5.11 0.08
H 6.51 3.13 -6.26 0.08
H 6.86 2.74 -4.63 0.07
H 3.08 4.75 -2.21 0.09
H 3.01 4.51 -3.91 0.08
C 5.58 -1.14 -1.24 -0.07
C 6.70 -0.50 -0.56 -0.45
C 7.99 -0.40 -1.43 -0.18
O 8.62 -1.69 -1.51 -0.16
C 9.66 -1.67 -2.45 -0.15
N 6.45 0.90 -0.19 0.05
H 4.75 -1.26 -0.54 0.06
H 5.86 -2.20 -1.27 0.09
H 5.21 -0.80 -2.21 0.08
H 6.85 -1.10 0.34 0.13
H 8.77 0.30 -1.13 0.12
H 7.68 0.03 -2.38 0.12
H 10.34 -0.81 -2.42 0.08
H 9.28 -1.68 -3.47 0.09
H 10.50 -2.36 -2.39 0.08
H 5.89 0.70 0.63 0.05
H 7.28 1.33 0.18 0.07
C -6.52 -4.46 0.77 -0.07
C -6.38 -2.98 0.38 -0.39
C -7.18 -2.18 1.37 -0.19
O -6.62 -2.35 2.71 -0.20
C -7.30 -1.70 3.73 -0.13
N -5.01 -2.41 0.48 0.07
H -7.53 -4.87 0.71 0.07
H -6.32 -4.64 1.83 0.07
H -5.93 -5.19 0.22 0.07
H -6.85 -3.02 -0.61 0.14
H -8.20 -2.54 1.36 0.12
H -7.24 -1.14 1.03 0.11
H -8.36 -1.94 3.71 0.08
H -7.27 -0.61 3.61 0.07
H -6.93 -2.05 4.69 0.09
H -5.00 -2.11 1.44 0.05
H -5.04 -1.52 -0.02 0.02
C 7.09 -3.38 2.85 -0.06
C 6.31 -4.16 3.91 -0.44
C 5.35 -5.26 3.47 -0.16
O 4.43 -4.82 2.41 -0.20
C 3.13 -4.53 2.82 -0.13
N 7.31 -4.95 4.51 -0.01
H 7.51 -2.54 3.40 0.08
H 6.47 -3.07 2.01 0.06
H 7.92 -3.97 2.47 0.08
H 5.89 -3.45 4.63 0.13
H 4.88 -5.72 4.34 0.13
H 5.79 -6.12 2.95 0.13
H 3.17 -3.97 3.76 0.08
H 2.64 -5.50 2.92 0.09
H 2.54 -3.79 2.28 0.07
H 7.59 -5.72 3.93 0.08
H 8.12 -4.41 4.77 0.08
C -5.59 -0.83 -3.80 -0.05
C -5.49 -0.12 -2.45 -0.44
C -4.05 0.28 -2.22 -0.29
O -3.96 0.73 -0.95 -0.21
C -3.01 1.82 -0.92 -0.07
N -6.35 1.05 -2.53 0.06
H -5.10 -0.39 -4.66 0.08
H -6.67 -0.81 -3.97 0.07
H -5.26 -1.86 -3.67 0.08
H -5.71 -0.65 -1.53 0.12
H -3.71 0.84 -3.09 0.13
H -3.52 -0.66 -2.14 0.14
H -2.15 1.64 -1.56 0.07
H -2.72 1.91 0.13 0.07
H -3.57 2.67 -1.32 0.10
H -5.77 1.79 -2.90 0.07
H -6.25 1.40 -1.59 0.05
C 4.59 -0.81 3.96 -0.23
C 3.49 -0.09 4.72 -0.28
O 3.14 -0.94 5.75 -0.07
O 4.58 -0.07 2.75 -0.09
H 4.42 -1.88 3.89 0.10
H 5.46 -0.61 4.59 0.12
H 2.62 0.08 4.09 0.12
H 3.91 0.81 5.17 0.12
H 2.23 -0.84 6.06 0.09
H 3.94 -0.50 2.18 0.03
C -0.92 4.05 -3.90 -0.25
C -0.73 4.19 -2.38 -0.28
O -0.19 5.46 -2.20 -0.06
O -1.49 2.87 -4.43 -0.07
H 0.05 4.06 -4.39 0.10
H -1.47 4.92 -4.25 0.13
H -0.10 3.44 -1.92 0.10
H -1.70 4.03 -1.91 0.10
H 0.53 5.50 -2.83 0.05
H -0.87 2.14 -4.50 0.07
```

[2]
ORCA calculation (ωB97M-V/def2-TZVPD) on a structure of composition C32H90AgF6N7O16S2.

Values from the calculation:
LUMO energy (spin up / spin down), hartree: -0.152 / -0.290
Multiplicity: 2
HOMO level (spin up / spin down), eV: -9.75 / -9.75
Orbital gap (spin up / spin down), eV: 5.62 / 1.87
Total energy, hartree: -4402.121680
Charge: +1

The geometry in XYZ format:
```
154
Properties=species:S:1:pos:R:3:mulliken_spin:R:1
Ag 3.27 2.61 -1.84 0.00
C -2.07 0.91 -1.36 0.00
F -1.86 2.25 -1.31 0.00
F -3.33 0.66 -0.89 0.00
F -1.87 0.43 -2.53 0.00
S -0.64 0.26 -0.11 0.00
O -0.39 1.42 0.76 0.00
O -1.20 -0.90 0.52 0.00
N 0.80 0.00 -1.09 0.00
S 0.77 -1.53 -1.39 0.00
O -0.53 -2.16 -1.55 0.00
O 1.64 -1.61 -2.57 0.00
C 1.57 -2.41 0.16 0.00
F 0.96 -2.15 1.30 0.00
F 1.67 -3.66 0.00 0.00
F 2.79 -1.91 0.26 0.00
C -3.48 8.46 -0.43 0.00
C -4.63 8.55 0.60 0.00
C -4.45 7.43 1.63 0.00
O -4.45 9.77 1.32 0.00
H -3.54 7.56 -1.05 0.00
H -2.49 8.63 -0.01 0.00
H -3.56 9.20 -1.24 0.00
H -5.62 8.42 0.15 0.00
H -3.59 7.50 2.29 0.00
H -4.46 6.48 1.08 0.00
H -5.23 7.55 2.38 0.00
H -5.23 9.96 1.85 0.00
C 1.38 7.32 4.39 0.00
C 1.24 7.84 5.85 0.00
C 2.28 8.87 6.28 0.00
O -0.06 8.43 5.81 0.00
H 2.32 6.77 4.30 0.00
H 1.31 8.03 3.57 0.00
H 0.60 6.57 4.24 0.00
H 1.19 6.99 6.53 0.00
H 2.07 8.90 7.35 0.00
H 2.22 9.78 5.68 0.00
H 3.26 8.40 6.17 0.00
H -0.08 9.24 5.30 0.00
O 7.66 -1.38 1.45 0.00
H 7.59 -2.03 2.15 0.00
H 8.56 -1.45 1.15 0.00
O 3.65 2.97 1.55 0.00
H 4.23 3.54 2.05 0.00
H 3.09 2.56 2.20 0.00
O 1.42 5.47 -2.02 0.00
H 0.67 5.63 -1.45 0.00
H 1.68 6.33 -2.33 0.00
O 6.02 0.38 -1.60 0.00
H 6.69 0.23 -2.26 0.00
H 6.29 -0.15 -0.85 0.00
C 9.04 -6.83 -3.15 0.00
C 8.15 -8.06 -2.80 0.00
C 6.77 -7.90 -3.44 0.00
O 5.97 -8.86 -2.68 0.00
C 4.58 -8.73 -2.88 0.00
N 8.89 -9.24 -3.25 0.00
H 9.29 -6.70 -4.20 0.00
H 10.03 -6.84 -2.70 0.00
H 8.61 -5.94 -2.70 0.00
H 8.12 -8.13 -1.71 0.00
H 6.53 -8.15 -4.47 0.00
H 6.34 -6.92 -3.25 0.00
H 4.33 -7.71 -2.61 0.00
H 4.10 -9.28 -2.07 0.00
H 4.32 -9.11 -3.87 0.00
H 9.89 -9.16 -3.09 0.00
H 8.96 -9.36 -4.25 0.00
C 6.47 -3.68 -7.58 0.00
C 6.38 -2.11 -7.71 0.00
C 7.31 -1.43 -8.57 0.00
O 8.68 -1.77 -8.16 0.00
C 9.66 -1.04 -8.87 0.00
N 5.00 -1.70 -8.03 0.00
H 7.44 -3.95 -7.16 0.00
H 6.57 -4.18 -8.54 0.00
H 5.61 -4.08 -7.03 0.00
H 6.65 -1.83 -6.69 0.00
H 7.23 -0.35 -8.45 0.00
H 7.15 -1.81 -9.58 0.00
H 10.68 -1.22 -8.53 0.00
H 9.62 0.04 -8.88 0.00
H 9.66 -1.43 -9.88 0.00
H 4.51 -2.29 -8.69 0.00
H 4.50 -1.85 -7.16 0.00
C -2.16 -7.54 3.75 0.05
C -3.58 -7.19 4.21 0.02
C -4.24 -8.09 5.25 0.08
O -5.67 -8.14 5.39 0.00
C -6.32 -6.85 5.37 0.00
N -3.56 -5.77 4.41 0.82
H -1.78 -6.95 2.91 0.00
H -1.88 -8.55 3.45 0.00
H -1.55 -7.40 4.64 -0.01
H -4.18 -7.29 3.31 0.10
H -3.78 -7.75 6.18 0.00
H -3.99 -9.15 5.16 -0.01
H -7.37 -7.11 5.48 0.00
H -6.16 -6.34 4.42 0.00
H -6.10 -6.32 6.30 0.00
H -4.42 -5.40 4.80 -0.02
H -3.04 -5.19 3.77 -0.03
C 1.20 1.12 7.72 0.00
C 1.19 -0.13 6.71 0.00
C -0.23 -0.56 6.20 0.00
O -1.22 -0.68 7.18 0.00
C -1.16 -1.82 8.03 0.00
N 2.08 0.26 5.61 0.00
H 0.74 1.97 7.23 0.00
H 2.22 1.19 8.09 0.00
H 0.48 1.05 8.54 0.00
H 1.69 -0.99 7.16 0.00
H 0.03 -1.47 5.66 0.00
H -0.58 0.18 5.48 0.00
H -1.25 -2.76 7.49 0.00
H -1.98 -1.63 8.72 0.00
H -0.25 -1.80 8.63 0.00
H 2.15 -0.52 4.98 0.00
H 3.04 0.34 5.92 0.00
C -6.42 0.50 4.06 0.00
C -7.26 -0.45 4.98 0.00
C -8.67 -0.84 4.36 0.00
O -9.38 -1.56 5.39 0.00
C -10.71 -1.98 5.06 0.00
N -6.60 -1.71 5.24 0.00
H -5.35 0.41 4.24 0.00
H -6.70 1.53 4.28 0.00
H -6.52 0.19 3.02 0.00
H -7.45 0.15 5.87 0.00
H -8.47 -1.36 3.42 0.00
H -9.25 0.02 4.00 0.00
H -11.20 -1.12 4.60 0.00
H -11.20 -2.25 5.99 0.00
H -10.63 -2.80 4.35 0.00
H -5.87 -1.48 5.90 0.00
H -7.33 -2.23 5.70 0.00
C -4.18 5.37 -6.53 0.00
C -4.83 6.22 -7.70 0.00
C -3.90 6.21 -8.99 0.00
O -4.44 6.74 -10.16 0.00
C -3.50 6.68 -11.25 0.00
N -6.07 5.73 -8.09 0.00
H -3.10 5.45 -6.44 0.00
H -4.32 4.29 -6.62 0.00
H -4.63 5.70 -5.59 0.00
H -4.91 7.23 -7.32 0.00
H -3.63 5.17 -9.14 0.00
H -3.05 6.82 -8.67 0.00
H -3.20 5.70 -11.61 0.00
H -2.56 7.22 -11.10 0.00
H -4.02 7.21 -12.05 0.00
H -6.41 6.31 -8.84 0.00
H -5.78 4.80 -8.36 0.00
```